[1]
{"formula": "C30H44ClMnN2O2Te2", "method": "wB97M-V/def2-TZVPD", "charge": 1, "homo_energy_ev": [-9.31, -9.31], "spin_multiplicity": 6, "de_lowest_ev": 1.771, "species": ["Mn", "C", "C", "O", "N", "Te", "C", "C", "C", "C", "C", "C", "C", "C", "C", "C", "C", "C", "C", "C", "C", "C", "C", "C", "H", "H", "H", "H", "H", "H", "H", "H", "H", "H", "H", "H", "H", "H", "H", "H", "H", "H", "H", "H", "H", "H", "H", "H", "H", "Cl", "C", "C", "C", "C", "N", "C", "C", "H", "H", "H", "H", "H", "H", "H", "C", "Te", "C", "H", "H", "H", "H", "H", "H", "C", "C", "O", "H", "H", "H", "H", "H", "H"], "coordinates": [[-0.373, 0.341, -0.563], [-4.247, 0.288, -0.945], [-2.756, 0.271, -0.834], [-2.207, 0.543, 0.303], [-1.917, -0.018, -1.792], [-2.020, 0.353, -4.089], [-3.315, 0.037, -5.763], [-4.697, 0.129, -5.637], [-5.389, 0.361, -4.319], [-5.482, -0.035, -6.777], [-4.921, -0.280, -8.020], [-5.776, -0.450, -9.246], [-3.532, -0.352, -8.114], [-2.708, -0.200, -7.009], [-1.215, -0.299, -7.195], [-1.011, -1.485, -4.170], [-1.741, -2.678, -4.175], [-3.245, -2.727, -4.095], [-1.031, -3.871, -4.231], [0.358, -3.900, -4.270], [1.109, -5.201, -4.314], [1.044, -2.693, -4.232], [0.385, -1.475, -4.173], [1.215, -0.217, -4.121], [-4.668, 0.195, 0.053], [-4.603, -0.521, -1.581], [-4.581, 1.240, -1.368], [-4.705, 0.743, -3.559], [-5.819, -0.567, -3.936], [-6.202, 1.079, -4.427], [-6.560, 0.033, -6.682], [-6.835, -0.445, -8.995], [-5.547, -1.389, -9.751], [-5.592, 0.356, -9.958], [-3.076, -0.530, -9.082], [-0.963, -0.251, -8.253], [-0.823, -1.237, -6.795], [-0.684, 0.518, -6.696], [-3.634, -1.978, -3.401], [-3.571, -3.704, -3.741], [-3.707, -2.549, -5.068], [-1.581, -4.805, -4.224], [0.431, -6.052, -4.312], [1.772, -5.290, -3.452], [1.728, -5.261, -5.211], [2.129, -2.701, -4.217], [2.146, -0.418, -3.593], [0.713, 0.601, -3.603], [1.465, 0.135, -5.125], [0.570, -1.698, -0.730], [4.345, 3.299, 2.646], [3.237, 2.574, 1.942], [3.442, 1.986, 0.696], [2.418, 1.288, 0.095], [1.203, 1.170, 0.647], [0.996, 1.732, 1.840], [1.979, 2.429, 2.514], [4.897, 3.935, 1.955], [5.051, 2.579, 3.063], [3.966, 3.911, 3.462], [4.407, 2.045, 0.210], [2.571, 0.761, -0.840], [0.010, 1.599, 2.272], [1.761, 2.855, 3.485], [3.985, -1.790, 3.948], [2.927, -1.781, 2.087], [1.031, -1.588, 3.048], [3.596, -2.577, 4.590], [3.898, -0.827, 4.445], [5.033, -1.994, 3.738], [1.099, -0.828, 3.824], [0.730, -2.538, 3.482], [0.300, -1.293, 2.298], [-1.264, 4.536, -2.228], [-1.415, 3.384, -1.264], [-0.362, 2.409, -1.454], [-2.117, 5.209, -2.142], [-1.213, 4.174, -3.256], [-0.364, 5.117, -2.014], [-2.345, 2.844, -1.433], [-1.403, 3.718, -0.225], [0.474, 2.876, -1.547]]}


[2]
{"formula": "C30H44F10N5O6S4", "method": "wB97M-V/def2-TZVPD", "charge": 1, "homo_energy_ev": -10.93, "species": ["O", "C", "C", "C", "C", "C", "C", "C", "C", "C", "C", "S", "C", "N", "N", "C", "O", "C", "C", "C", "S", "C", "N", "N", "C", "O", "C", "C", "N", "C", "F", "F", "C", "F", "F", "C", "S", "C", "C", "O", "C", "F", "F", "F", "C", "F", "F", "F", "H", "H", "H", "H", "H", "H", "H", "H", "H", "H", "H", "H", "H", "H", "H", "H", "H", "H", "H", "H", "H", "H", "H", "H", "H", "H", "H", "H", "H", "H", "H", "H", "H", "H", "H", "H", "C", "C", "C", "S", "O", "O", "C", "H", "H", "H", "H", "H", "H", "H", "H"], "coordinates": [[1.439, 2.377, -0.650], [0.236, 2.359, 0.111], [-0.386, 0.989, 0.580], [0.329, 0.084, 1.682], [-0.782, -0.997, 2.166], [-1.966, -1.342, 1.158], [-2.555, -2.794, 1.586], [-2.074, -4.006, 0.654], [-0.826, -4.834, 1.242], [-0.041, -5.495, 0.013], [1.416, -6.043, 0.383], [2.131, -7.139, -0.946], [2.359, -6.206, -2.499], [1.656, -6.363, -3.758], [2.130, -5.512, -4.695], [3.180, -4.708, -4.148], [3.268, -5.187, -2.838], [1.496, -0.636, 0.795], [1.153, -2.099, 0.271], [2.119, -2.567, -0.956], [1.327, -1.797, -2.491], [-0.265, -2.620, -2.832], [-0.596, -3.806, -3.533], [-1.939, -3.988, -3.521], [-2.529, -2.896, -2.833], [-1.499, -2.034, -2.394], [2.926, -0.725, 1.485], [3.327, 0.655, 2.145], [2.252, 1.516, 2.756], [2.877, 2.360, 3.799], [2.225, 3.610, 4.011], [4.087, 2.871, 3.197], [3.338, 1.855, 5.200], [4.002, 0.622, 5.299], [2.337, 1.834, 6.223], [0.915, 0.874, 2.999], [1.247, -0.543, 4.250], [-0.151, 1.705, 3.838], [-1.095, 2.799, 3.265], [-2.389, 2.653, 3.948], [-0.730, 4.349, 3.605], [-1.973, 5.039, 3.485], [-0.322, 4.558, 4.918], [0.093, 4.942, 2.628], [-0.873, 3.083, -0.824], [-1.193, 2.256, -1.922], [-0.237, 4.220, -1.355], [-1.993, 3.525, -0.118], [2.250, 2.357, -0.111], [0.375, 3.095, 0.992], [-0.453, 0.335, -0.368], [-1.487, 1.244, 0.809], [-0.328, -2.005, 2.473], [-1.337, -0.659, 3.117], [-2.813, -0.588, 1.330], [-1.730, -1.324, 0.054], [-2.235, -2.998, 2.668], [-3.701, -2.766, 1.601], [-2.950, -4.734, 0.576], [-1.754, -3.587, -0.352], [-1.244, -5.701, 1.874], [-0.176, -4.213, 1.939], [-0.654, -6.409, -0.314], [-0.016, -4.789, -0.890], [2.164, -5.207, 0.643], [1.359, -6.692, 1.326], [3.787, -3.877, -4.630], [1.685, -0.066, -0.192], [0.121, -2.238, -0.171], [1.325, -2.868, 1.104], [3.157, -2.124, -0.917], [2.074, -3.688, -1.109], [-3.645, -2.806, -2.699], [3.785, -0.985, 0.767], [2.893, -1.615, 2.214], [3.806, 1.254, 1.284], [4.209, 0.413, 2.828], [2.051, 2.227, 2.007], [4.091, 2.628, 5.599], [0.046, -0.966, 4.771], [-0.836, 0.955, 4.381], [0.363, 2.179, 4.759], [-1.389, 2.836, 2.181], [-3.109, 2.695, 3.290], [-2.048, 4.492, -4.069], [-2.176, 5.959, -4.485], [-2.201, 6.002, -6.015], [-2.884, 4.436, -6.548], [-1.860, 3.703, -7.256], [-4.199, 4.654, -7.105], [-3.058, 3.732, -4.918], [-2.236, 4.356, -3.004], [-1.035, 4.135, -4.282], [-3.111, 6.369, -4.091], [-1.360, 6.565, -4.088], [-2.826, 6.814, -6.386], [-1.195, 6.089, -6.429], [-2.869, 2.659, -4.954], [-4.079, 3.922, -4.579]]}


E values, unit Eh, following the record order: -3576.5765 -4485.4914.
Max |F| values, unit eV/Å, following the record order: 0.8 6.8.